DFT (ωB97M-V/def2-TZVPD) results for an isolated molecule of C4H4F2S in a non-equilibrium geometry.

Values from the calculation:
**Multiplicity**: 1
**Lowest unoccupied orbital energy**: 0.829 eV
**SMILES**: F[C@H]1C=CS[C@@H]1F
**HOMO level**: -8.9 eV
**E_tot**: -752.6827 Eh
**Total charge**: 0
**Orbital gap**: 9.7 eV

Bonds (Å) are listed after each position.
Atoms and positions in Å:
1 C -0.93 0.73 -0.39  C2 1.350, C3 1.492, H8 1.155
2 C 0.08 1.56 -0.06  C1 1.350, S7 1.750, H9 1.044
3 C -0.63 -0.67 0.03  C1 1.492, C4 1.633, F5 1.358, H10 1.056
4 C 0.98 -0.84 0.26  C3 1.633, F6 1.350, S7 1.896, H11 1.105
5 F -1.15 -0.91 1.27  C3 1.358
6 F 1.57 -1.13 -0.93  C4 1.350
7 S 1.49 0.92 0.75  C2 1.750, C4 1.896
8 H -1.95 0.81 -0.93  C1 1.155
9 H 0.19 2.58 -0.26  C2 1.044
10 H -1.06 -1.40 -0.60  C3 1.056
11 H 1.42 -1.66 0.86  C4 1.105

=====

DFT (ωB97M-V/def2-TZVPD) results for a cluster of 11 separate species, C32H61N5O6S6 in total in a non-equilibrium geometry.

Values from the calculation:
**Multiplicity**: 1
**Lowest unoccupied orbital energy**: 0.146 eV
**HOMO level**: -7.9 eV
**E_tot**: -4369.9188 Eh
**Total charge**: 0
**Orbital gap**: 8.1 eV

Bonds (Å) are listed after each position.
Atoms and positions in Å:
1 C 4.08 -4.21 -3.07  S2 1.806, H5 1.090, H6 1.090, H7 1.090
2 S 3.02 -3.89 -1.65  C1 1.806, O3 1.520, C4 1.837
3 O 1.62 -4.42 -1.95  S2 1.520
4 C 3.81 -4.95 -0.37  S2 1.837, H8 1.090, H9 1.090, H10 1.090
5 H 3.98 -5.23 -3.42  C1 1.090
6 H 5.15 -4.19 -2.84  C1 1.090
7 H 3.59 -3.76 -3.93  C1 1.090
8 H 4.25 -5.80 -0.89  C4 1.090
9 H 3.11 -5.31 0.39  C4 1.090
10 H 4.63 -4.46 0.14  C4 1.090
11 C -2.01 -2.72 2.47  S12 1.843, H15 1.090, H16 1.090, H17 1.090
12 S -1.84 -1.28 3.60  C11 1.843, O13 1.547, C14 1.814
13 O -2.97 -1.23 4.66  S12 1.547
14 C -0.29 -1.77 4.40  S12 1.814, H18 1.090, H19 1.090, H20 1.090
15 H -3.00 -2.67 2.03  C11 1.090
16 H -1.95 -3.68 2.98  C11 1.090
17 H -1.37 -2.59 1.59  C11 1.090
18 H -0.44 -2.67 5.00  C14 1.090
19 H 0.10 -0.97 5.02  C14 1.090
20 H 0.44 -2.10 3.67  C14 1.090
21 C 3.14 -0.04 3.71  S22 1.861, H25 1.090, H26 1.090, H27 1.090
22 S 3.73 -1.80 3.69  C21 1.861, O23 1.543, C24 1.833
23 O 3.45 -2.46 2.32  S22 1.543
24 C 5.48 -1.29 3.62  S22 1.833, H28 1.090, H29 1.090, H30 1.090
25 H 2.07 0.09 3.85  C21 1.090
26 H 3.46 0.43 2.78  C21 1.090
27 H 3.64 0.24 4.64  C21 1.090
28 H 5.70 -0.47 4.31  C24 1.090
29 H 5.72 -1.00 2.60  C24 1.090
30 H 6.07 -2.14 3.97  C24 1.090
31 C 2.79 -0.17 -3.01  S32 1.876, H35 1.090, H36 1.090, H37 1.090
32 S 1.59 0.21 -4.40  C31 1.876, O33 1.501, C34 1.867
33 O 2.40 0.26 -5.66  S32 1.501
34 C 0.89 -1.52 -4.54  S32 1.867, H38 1.090, H39 1.090, H40 1.090
35 H 3.29 -1.12 -3.19  C31 1.090
36 H 2.28 -0.26 -2.05  C31 1.090
37 H 3.50 0.66 -2.97  C31 1.090
38 H 0.22 -1.72 -3.71  C34 1.090
39 H 1.72 -2.23 -4.49  C34 1.090
40 H 0.39 -1.65 -5.50  C34 1.090
41 C -3.56 4.37 3.24  S42 1.837, H45 1.090, H46 1.090, H47 1.090
42 S -3.21 2.62 3.66  C41 1.837, O43 1.540, C44 1.866
43 O -4.13 1.79 2.74  S42 1.540
44 C -1.52 2.73 2.87  S42 1.866, H48 1.090, H49 1.090, H50 1.090
45 H -4.62 4.58 3.42  C41 1.090
46 H -3.42 4.61 2.19  C41 1.090
47 H -2.94 5.01 3.87  C41 1.090
48 H -1.58 2.93 1.80  C44 1.090
49 H -1.04 1.78 3.09  C44 1.090
50 H -1.03 3.50 3.47  C44 1.090
51 C -4.34 -3.99 -2.96  S52 1.857, H55 1.090, H56 1.090, H57 1.090
52 S -2.51 -3.73 -2.89  C51 1.857, O53 1.516, C54 1.893
53 O -2.33 -2.34 -3.49  S52 1.516
54 C -2.24 -3.80 -1.02  S52 1.893, H58 1.090, H59 1.090, H60 1.090
55 H -4.55 -4.92 -2.42  C51 1.090
56 H -4.75 -3.90 -3.96  C51 1.090
57 H -4.84 -3.20 -2.39  C51 1.090
58 H -1.17 -3.85 -0.82  C54 1.090
59 H -2.69 -4.67 -0.54  C54 1.090
60 H -2.74 -3.00 -0.48  C54 1.090
61 N -5.04 -0.34 -2.85  C62 1.387, C65 1.368, H66 1.010
62 C -4.47 0.07 -1.65  N61 1.387, C63 1.398, H67 1.080
63 C -5.37 -0.27 -0.64  C62 1.398, C64 1.374, H68 1.080
64 C -6.50 -0.79 -1.23  C63 1.374, C65 1.413, H69 1.080
65 C -6.29 -0.84 -2.62  N61 1.368, C64 1.413, H70 1.080
66 H -4.60 -0.32 -3.76  N61 1.010
67 H -3.47 0.48 -1.64  C62 1.080
68 H -5.27 -0.03 0.41  C63 1.080
69 H -7.44 -1.08 -0.79  C64 1.080
70 H -6.85 -1.27 -3.44  C65 1.080
71 N -1.06 -0.54 -1.27  C72 1.375, C75 1.406, H76 1.010
72 C -0.04 -1.43 -1.01  N71 1.375, C73 1.389, H77 1.080
73 C 0.49 -1.08 0.22  C72 1.389, C74 1.410, H78 1.080
74 C -0.10 0.12 0.68  C73 1.410, C75 1.394, H79 1.080
75 C -1.08 0.44 -0.26  N71 1.406, C74 1.394, H80 1.080
76 H -1.60 -0.52 -2.12  N71 1.010
77 H 0.16 -2.27 -1.66  C72 1.080
78 H 1.32 -1.58 0.70  C73 1.080
79 H -0.04 0.78 1.53  C74 1.080
80 H -1.75 1.29 -0.29  C75 1.080
81 N 1.71 5.58 1.36  C82 1.385, C85 1.346, H86 1.010
82 C 2.49 4.69 2.08  N81 1.385, C83 1.402, H87 1.080
83 C 2.23 3.42 1.55  C82 1.402, C84 1.353, H88 1.080
84 C 1.47 3.61 0.44  C83 1.353, C85 1.348, H89 1.080
85 C 1.17 4.92 0.32  N81 1.346, C84 1.348, H90 1.080
86 H 1.62 6.57 1.55  N81 1.010
87 H 3.04 5.02 2.95  C82 1.080
88 H 2.52 2.44 1.88  C83 1.080
89 H 0.99 2.87 -0.18  C84 1.080
90 H 0.55 5.49 -0.35  C85 1.080
91 N -4.31 5.34 -0.79  C92 1.348, C95 1.367, H96 1.010
92 C -3.50 4.28 -0.62  N91 1.348, C93 1.338, H97 1.080
93 C -2.20 4.51 -0.84  C92 1.338, C94 1.425, H98 1.080
94 C -2.15 5.87 -1.26  C93 1.425, C95 1.398, H99 1.080
95 C -3.46 6.35 -1.13  N91 1.367, C94 1.398, H100 1.080
96 H -5.31 5.45 -0.69  N91 1.010
97 H -4.02 3.33 -0.52  C92 1.080
98 H -1.34 3.86 -0.80  C93 1.080
99 H -1.28 6.38 -1.63  C94 1.080
100 H -3.77 7.37 -1.30  C95 1.080
101 N 4.14 -1.02 0.15  C102 1.325, C105 1.338, H106 1.010
102 C 3.74 0.24 0.15  N101 1.325, C103 1.346, H107 1.080
103 C 4.56 1.06 -0.53  C102 1.346, C104 1.432, H108 1.080
104 C 5.55 0.24 -1.18  C103 1.432, C105 1.417, H109 1.080
105 C 5.27 -1.00 -0.57  N101 1.338, C104 1.417, H110 1.080
106 H 3.77 -1.72 0.77  N101 1.010
107 H 2.88 0.52 0.75  C102 1.080
108 H 4.40 2.12 -0.66  C103 1.080
109 H 6.19 0.70 -1.92  C104 1.080
110 H 5.80 -1.94 -0.47  C105 1.080

=====

DFT (ωB97M-V/def2-TZVPD) results for a cluster of 2 separate species, C20H43FNO8P in total.

Values from the calculation:
**Multiplicity**: 1
**Lowest unoccupied orbital energy**: 0.623 eV
**SMILES**: CCCCON[C@@H]([C@H](CCCP(=O)(OCC)OCC)OC)[C@@H](C)F.CCOC(=O)OC
**HOMO level**: -9.2 eV
**E_tot**: -1885.7759 Eh
**Total charge**: 0
**Orbital gap**: 9.8 eV

Bonds (Å) are listed after each position.
Atoms and positions in Å:
1 C -6.22 -0.62 -0.83  C2 1.529, H25 1.092, H26 1.094, H27 1.093
2 C -6.29 -1.58 -2.02  C1 1.529, C3 1.529, H28 1.094, H29 1.095
3 C -6.16 -0.88 -3.38  C2 1.529, C4 1.529, H30 1.096, H31 1.094
4 C -4.91 -0.01 -3.52  C3 1.529, O5 1.427, H32 1.093, H33 1.098
5 O -3.82 -0.58 -2.80  C4 1.427, N6 1.425
6 N -2.63 -0.53 -3.57  O5 1.425, C7 1.465, H34 1.020
7 C -1.72 -1.58 -3.10  N6 1.465, C8 1.532, C11 1.546, H35 1.100
8 C -2.40 -2.94 -3.29  C7 1.532, C9 1.513, F10 1.409, H36 1.094
9 C -3.14 -3.08 -4.60  C8 1.513, H37 1.092, H38 1.088, H39 1.092
10 F -1.40 -3.93 -3.25  C8 1.409
11 C -1.11 -1.32 -1.71  C7 1.546, C12 1.534, O23 1.415, H40 1.105
12 C -0.05 -2.35 -1.30  C11 1.534, C13 1.537, H41 1.089, H42 1.098
13 C 0.53 -2.19 0.11  C12 1.537, C14 1.545, H43 1.095, H44 1.091
14 C 1.53 -1.02 0.25  C13 1.545, P15 1.799, H45 1.096, H46 1.093
15 P 1.60 -0.23 1.87  C14 1.799, O16 1.475, O17 1.591, O20 1.592
16 O 2.84 0.54 2.07  P15 1.475
17 O 0.25 0.59 2.06  P15 1.591, C18 1.442
18 C 0.28 2.04 2.04  O17 1.442, C19 1.525, H47 1.091, H48 1.093
19 C 0.85 2.64 0.75  C18 1.525, H49 1.090, H50 1.092, H51 1.093
20 O 1.32 -1.39 2.92  P15 1.592, C21 1.440
21 C 2.36 -2.35 3.16  O20 1.440, C22 1.519, H52 1.096, H53 1.092
22 C 1.74 -3.73 3.33  C21 1.519, H54 1.092, H55 1.091, H56 1.092
23 O -2.11 -1.27 -0.70  C11 1.415, C24 1.411
24 C -2.53 0.03 -0.33  O23 1.411, H57 1.092, H58 1.091, H59 1.096
25 H -6.63 -1.08 0.07  C1 1.092
26 H -6.78 0.30 -1.03  C1 1.094
27 H -5.19 -0.34 -0.61  C1 1.093
28 H -5.51 -2.34 -1.92  C2 1.094
29 H -7.24 -2.11 -2.00  C2 1.095
30 H -7.04 -0.25 -3.54  C3 1.096
31 H -6.17 -1.64 -4.17  C3 1.094
32 H -4.62 0.08 -4.57  C4 1.093
33 H -5.10 1.00 -3.14  C4 1.098
34 H -2.20 0.38 -3.38  N6 1.020
35 H -0.88 -1.55 -3.82  C7 1.100
36 H -3.07 -3.12 -2.44  C8 1.094
37 H -3.16 -4.14 -4.86  C9 1.092
38 H -4.16 -2.72 -4.51  C9 1.088
39 H -2.64 -2.54 -5.40  C9 1.092
40 H -0.61 -0.34 -1.79  C11 1.105
41 H -0.46 -3.36 -1.40  C12 1.089
42 H 0.78 -2.27 -2.02  C12 1.098
43 H 1.07 -3.11 0.33  C13 1.095
44 H -0.28 -2.13 0.85  C13 1.091
45 H 2.55 -1.39 0.12  C14 1.096
46 H 1.36 -0.25 -0.50  C14 1.093
47 H -0.76 2.33 2.18  C18 1.091
48 H 0.85 2.38 2.91  C18 1.093
49 H 1.92 2.83 0.84  C19 1.090
50 H 0.34 3.58 0.53  C19 1.092
51 H 0.69 1.97 -0.10  C19 1.093
52 H 3.09 -2.34 2.34  C21 1.096
53 H 2.89 -2.04 4.06  C21 1.092
54 H 2.44 -4.51 3.02  C22 1.092
55 H 1.48 -3.92 4.38  C22 1.091
56 H 0.83 -3.81 2.74  C22 1.092
57 H -1.67 0.65 -0.06  C24 1.092
58 H -3.16 -0.08 0.55  C24 1.091
59 H -3.11 0.52 -1.12  C24 1.096
60 C 4.88 2.45 4.10  C61 1.510, H67 1.091, H68 1.090, H69 1.089
61 C 4.51 3.15 2.82  C60 1.510, O62 1.444, H70 1.088, H71 1.088
62 O 5.07 4.48 2.74  C61 1.444, C63 1.328
63 C 6.36 4.54 2.43  O62 1.328, O64 1.204, O65 1.337
64 O 7.09 3.61 2.20  C63 1.204
65 O 6.74 5.82 2.46  C63 1.337, C66 1.429
66 C 8.13 6.04 2.20  O65 1.429, H72 1.088, H73 1.089, H74 1.086
67 H 4.59 3.05 4.97  C60 1.091
68 H 4.37 1.49 4.14  C60 1.090
69 H 5.96 2.27 4.16  C60 1.089
70 H 3.44 3.31 2.76  C61 1.088
71 H 4.81 2.57 1.95  C61 1.088
72 H 8.41 5.59 1.25  C66 1.088
73 H 8.73 5.61 3.00  C66 1.089
74 H 8.26 7.12 2.17  C66 1.086

=====

Question: total charge of number 2 (C32H61N5O6S6)?
Answer: 0

=====

Question: Look up the orbital gap of the first one.
Answer: 9.7 eV

=====

Question: E_tot of number 1 (C4H4F2S)?
Answer: -752.6827 Eh